23
Properties=species:S:1:pos:R:3 method="wB97M-V/def2-TZVPD" multiplicity=1 relative_energy_kj_mol=708.7 lumo_energy_ev=-0.311 total_charge=0 total_energy_ha=-642.00599 homo_energy_ev=-8.95 gap_ev=8.636
C -1.679 -1.404 0.632
C -1.488 2.038 0.100
C -0.689 1.397 1.244
C 2.047 -0.634 0.061
C 1.475 0.861 0.263
C 0.124 -1.775 -1.033
C -1.089 -1.040 -0.576
N -2.165 -1.750 1.633
N 1.097 -1.682 0.082
N 0.412 0.729 1.188
N -1.322 0.119 -1.140
O -2.253 1.015 -0.497
O -0.718 0.589 -2.094
H -2.102 2.703 0.680
H -0.929 2.454 -0.787
H -1.285 1.182 2.163
H 2.604 -0.709 -0.838
H 2.705 -0.920 0.756
H 2.459 1.322 0.809
H 1.472 1.391 -0.648
H -0.003 -2.799 -1.091
H 0.623 -1.339 -1.892
H 0.701 -1.746 0.986



13
Properties=species:S:1:pos:R:3 method="wB97M-V/def2-TZVPD" multiplicity=1 relative_energy_kj_mol=446.1 lumo_energy_ev="-0.888 / -0.889" total_charge=0 total_energy_ha=-195.12212 homo_energy_ev="-7.84 / -7.84" gap_ev="6.953 / 6.952"
C -0.218 1.899 -0.235
C -0.301 0.635 0.513
C -0.419 -1.619 0.017
C 0.526 -0.447 0.330
C 1.934 -0.350 0.214
H 0.817 2.237 -0.317
H -0.533 1.614 -1.256
H -0.920 2.658 0.110
H -1.252 0.423 1.013
H -0.871 -2.090 0.894
H 0.153 -2.337 -0.569
H -1.241 -1.272 -0.631
H 2.325 -1.353 -0.084



70
Properties=species:S:1:pos:R:3 method="wB97M-V/def2-TZVPD" multiplicity=1 lumo_energy_ev=0.500 total_charge=-1 total_energy_ha=-11938.37108 homo_energy_ev=-4.34 gap_ev=4.841
K 0.785 1.639 -3.495
C -4.450 1.019 -1.340
Sb -2.462 0.695 -0.582
C -2.667 2.129 0.992
C -2.955 -1.169 0.676
C -3.772 -0.863 1.885
C -5.094 -0.549 1.764
C -6.026 -0.253 2.726
C -5.507 -0.105 4.006
C -4.150 -0.328 4.231
C -3.267 -0.798 3.202
C -1.801 -0.898 3.601
Sb -1.206 -2.706 4.529
C -1.906 -4.085 3.140
C 0.756 -2.780 3.725
H -4.994 0.246 -1.885
H -4.570 1.959 -1.945
H -5.090 1.242 -0.482
H -3.499 1.778 1.664
H -3.018 2.912 0.306
H -1.708 2.406 1.499
H -2.070 -1.755 0.855
H -3.621 -1.796 0.112
H -5.492 -0.598 0.753
H -7.083 -0.198 2.525
H -6.215 -0.030 4.836
H -3.807 -0.124 5.225
H -1.693 -0.114 4.378
H -1.072 -0.477 2.835
H -1.549 -3.675 2.248
H -2.982 -4.121 3.085
H -1.437 -5.011 3.394
H 0.675 -3.521 3.010
H 1.438 -3.116 4.500
H 1.135 -1.885 3.280
C 1.338 0.576 0.919
C 1.798 -0.803 0.462
C 0.763 -1.409 -0.472
C 3.080 -0.779 -0.267
C 4.127 -1.669 0.128
C 5.410 -1.519 -0.405
C 5.632 -0.700 -1.478
C 4.630 0.120 -1.992
C 4.849 1.151 -3.057
C 4.146 0.549 -4.341
C 4.612 2.619 -2.802
C 3.318 0.098 -1.395
O 2.368 0.797 -1.919
H 0.248 0.633 1.249
H 1.476 1.276 0.063
H 2.069 0.935 1.694
H 1.807 -1.464 1.353
H -0.106 -1.709 0.123
H 1.167 -2.272 -0.948
H 0.480 -0.769 -1.279
H 3.919 -2.374 0.945
H 6.226 -2.077 -0.054
H 6.606 -0.616 -2.006
H 5.918 1.048 -3.256
H 3.061 0.476 -4.218
H 4.585 -0.387 -4.707
H 4.353 1.304 -5.123
H 3.677 2.781 -2.264
H 4.378 3.152 -3.787
H 5.542 2.982 -2.304
Se -0.795 6.812 -6.699
Sb -0.255 4.825 -5.396
Se 1.825 3.705 -5.751
Se -0.372 2.922 -7.045
Se -1.501 4.714 -3.222



52
Properties=species:S:1:pos:R:3 method="wB97M-V/def2-TZVPD" multiplicity=1 lumo_energy_ev=-0.345 total_charge=0 total_energy_ha=-6448.74604 homo_energy_ev=-10.06 gap_ev=9.719
Br 0.041 -1.667 1.179
C 1.069 -2.718 -0.202
C 0.095 -2.829 -1.387
Br 1.136 -3.425 -2.927
H 1.388 -3.629 0.304
H 1.901 -2.134 -0.594
H -0.192 -1.827 -1.707
H -0.717 -3.546 -1.267
C -1.499 1.377 -1.226
C -1.306 2.889 -1.227
C -1.864 3.689 0.025
O -0.783 4.502 0.400
C 0.352 4.129 -0.270
O 1.518 4.445 0.015
O 0.034 3.136 -1.104
H -1.054 0.930 -0.337
H -1.058 0.989 -2.144
H -2.558 1.122 -1.262
H -1.614 3.278 -2.197
H -2.227 2.992 0.780
H -2.727 4.323 -0.182
C 2.228 0.680 -1.779
C 3.471 0.715 -0.810
C 3.924 2.083 -0.243
O 3.625 1.965 1.120
C 3.155 0.742 1.439
O 2.786 0.402 2.524
O 3.221 -0.021 0.348
H 1.350 0.899 -1.172
H 2.151 -0.293 -2.264
H 2.441 1.439 -2.532
H 4.369 0.256 -1.224
H 3.351 2.867 -0.739
H 4.980 2.178 -0.495
O -3.309 -2.159 -0.939
H -4.228 -2.006 -1.158
H -2.828 -1.900 -1.725
O -2.178 -1.291 -3.322
H -2.871 -1.616 -3.897
H -1.528 -0.918 -3.917
O 0.218 -2.805 4.250
H -0.503 -2.875 4.875
H -0.145 -3.135 3.428
O -1.381 -4.119 2.566
H -2.054 -4.176 3.244
H -1.835 -3.753 1.807
O -0.207 1.013 3.593
H -0.761 0.384 3.129
H 0.627 0.558 3.709
O -2.595 -0.059 2.049
H -2.221 -0.304 1.202
H -3.188 -0.778 2.266



13
Properties=species:S:1:pos:R:3 method="wB97M-V/def2-TZVPD" multiplicity=1 relative_energy_kj_mol=304.5 lumo_energy_ev=0.502 total_charge=0 total_energy_ha=-282.65825 homo_energy_ev=-8.67 gap_ev=9.171
C -0.981 -0.284 -0.068
C 1.417 0.745 -0.348
C 2.468 0.101 0.241
H -0.538 0.169 1.844
H -1.426 -1.212 1.523
H -2.170 -0.079 -1.489
H -0.391 1.247 -1.131
H 1.661 1.665 -0.936
H 3.356 0.560 0.531
H 1.998 -0.844 0.647
N -0.661 -0.574 1.129
N -2.265 -0.374 -0.452
N 0.080 0.251 -0.668



11
Properties=species:S:1:pos:R:3 method="wB97M-V/def2-TZVPD" multiplicity=1 relative_energy_kj_mol=0.0 lumo_energy_ev=-1.381 total_charge=0 total_energy_ha=-1682.19717 homo_energy_ev=-9.49 gap_ev=8.109
C 2.410 0.674 -0.557
C 1.961 0.093 0.494
O -1.001 0.132 -1.194
O -3.278 0.549 -0.776
S -1.987 1.141 -0.928
Cl -3.596 -1.675 1.583
I 2.387 -1.985 0.907
I 0.873 1.030 2.035
H 2.058 1.707 -0.781
H 2.983 0.104 -1.390
H -2.811 -1.770 0.607